(1)
{"formula": "C37H28Cl2CoN5O2Te", "method": "ωB97M-V/def2-TZVPD", "largest_force_ha_per_bohr": 0.0064, "charge": -1, "homo_lumo_gap_ev": [5.18, 5.77], "e_homo_ev": [-3.521, -3.973], "spin_multiplicity": 2, "relative_energy_kcal_mol": 0.69, "lumo_energy_ev": [1.6634, 1.7948], "symbols": ["Co", "C", "C", "C", "C", "C", "C", "N", "C", "C", "C", "C", "C", "C", "N", "N", "C", "C", "C", "C", "C", "N", "H", "H", "H", "H", "H", "H", "H", "H", "H", "H", "H", "H", "H", "Cl", "C", "C", "C", "C", "C", "Cl", "C", "N", "C", "C", "C", "C", "C", "C", "C", "C", "O", "O", "H", "H", "H", "H", "H", "H", "H", "H", "H", "H", "Te", "C", "C", "C", "C", "C", "C", "H", "H", "H", "H", "H"], "xyz": [[0.60, -1.00, -0.49], [1.39, 1.49, 4.37], [0.17, 0.83, 4.25], [0.00, -0.14, 3.28], [1.05, -0.49, 2.42], [2.26, 0.19, 2.54], [2.43, 1.16, 3.51], [0.84, -1.43, 1.40], [0.35, -2.63, 1.68], [0.34, -3.27, 2.96], [-0.17, -4.53, 3.10], [-0.72, -5.25, 2.01], [-0.74, -4.67, 0.77], [-0.22, -3.37, 0.60], [-0.26, -2.64, -0.55], [-0.84, -3.07, -1.62], [-0.72, -2.11, -2.60], [-1.23, -2.34, -3.89], [-1.09, -1.36, -4.84], [-0.44, -0.17, -4.52], [0.06, -0.02, -3.24], [-0.09, -0.96, -2.30], [1.53, 2.25, 5.13], [-0.65, 1.09, 4.90], [-0.96, -0.63, 3.14], [3.06, -0.05, 1.85], [3.38, 1.67, 3.58], [0.77, -2.75, 3.81], [-0.16, -5.00, 4.08], [-1.11, -6.24, 2.16], [-1.16, -5.18, -0.10], [-1.72, -3.29, -4.09], [-1.48, -1.52, -5.84], [-0.31, 0.62, -5.24], [0.59, 0.87, -2.93], [-4.09, 2.98, 2.00], [-3.99, 1.54, 1.01], [-4.14, 0.32, 1.63], [-4.03, -0.84, 0.88], [-3.82, -0.75, -0.48], [-3.70, 0.49, -1.09], [-3.48, 0.52, -2.81], [-3.72, 1.68, -0.35], [-3.55, 2.94, -0.93], [-2.43, 3.25, -1.79], [-2.73, 3.69, -3.08], [-1.73, 4.03, -3.97], [-0.40, 3.93, -3.56], [-0.10, 3.52, -2.28], [-1.10, 3.19, -1.36], [-0.69, 2.76, 0.02], [-0.27, 1.29, 0.00], [-1.11, 0.42, 0.28], [0.91, 1.02, -0.39], [-4.32, 0.28, 2.70], [-4.11, -1.81, 1.36], [-3.73, -1.64, -1.09], [-3.71, 3.67, -0.26], [-3.77, 3.73, -3.37], [-1.97, 4.36, -4.97], [0.40, 4.19, -4.25], [0.93, 3.44, -1.95], [-1.51, 2.88, 0.73], [0.16, 3.36, 0.35], [2.92, -1.93, -1.52], [4.27, -0.98, -0.21], [4.50, 0.40, -0.29], [5.36, 1.03, 0.60], [6.01, 0.30, 1.59], [5.80, -1.07, 1.67], [4.94, -1.70, 0.78], [3.97, 0.97, -1.04], [5.51, 2.10, 0.53], [6.68, 0.80, 2.28], [6.30, -1.64, 2.44], [4.77, -2.76, 0.87]], "lowdin_spin": [0.86, 0.00, 0.00, 0.00, 0.00, 0.00, 0.00, -0.02, 0.01, 0.00, 0.01, 0.00, 0.01, 0.00, 0.04, 0.03, 0.01, 0.00, 0.01, 0.01, 0.00, 0.00, 0.00, 0.00, 0.00, 0.00, 0.00, 0.00, 0.00, 0.00, 0.00, 0.00, 0.00, 0.00, 0.00, 0.00, 0.00, 0.00, 0.00, 0.00, 0.00, 0.00, 0.00, 0.00, 0.00, 0.00, 0.00, 0.00, 0.00, 0.00, 0.00, 0.00, 0.05, 0.00, 0.00, 0.00, 0.00, 0.00, 0.00, 0.00, 0.00, 0.00, 0.00, 0.00, -0.02, 0.00, 0.00, 0.00, 0.00, 0.00, 0.00, 0.00, 0.00, 0.00, 0.00, 0.00]}



(2)
{"formula": "C37H28Cl4N5O9S5SbZr", "method": "ωB97M-V/def2-TZVPD", "largest_force_ha_per_bohr": 0.0457, "charge": -2, "homo_lumo_gap_ev": 5.13, "e_homo_ev": -1.642, "relative_energy_kcal_mol": 190.92, "lumo_energy_ev": 3.4925, "symbols": ["Zr", "O", "C", "O", "C", "C", "Cl", "N", "N", "C", "C", "O", "O", "C", "C", "C", "C", "C", "C", "H", "H", "H", "H", "H", "H", "S", "Sb", "S", "S", "S", "Cl", "C", "C", "C", "Cl", "C", "O", "C", "Cl", "C", "H", "H", "C", "C", "C", "C", "C", "N", "C", "O", "N", "C", "C", "C", "C", "N", "C", "C", "C", "H", "H", "H", "H", "H", "H", "H", "H", "H", "H", "H", "H", "H", "C", "C", "C", "C", "C", "C", "C", "S", "O", "O", "O", "H", "H", "H", "H", "H", "H", "H"], "xyz": [[-0.56, -2.05, -1.08], [-2.19, -2.51, 4.41], [-1.90, -1.23, 4.24], [-1.98, -0.43, 5.14], [-1.47, -0.81, 2.86], [-1.08, 0.49, 2.51], [-0.63, 1.76, 3.56], [-0.88, 0.55, 1.15], [-1.02, -0.71, 0.65], [-1.42, -1.53, 1.69], [-1.82, -2.93, 1.36], [-2.12, -3.75, 2.23], [-1.86, -3.19, 0.09], [-0.68, 1.69, 0.38], [-1.37, 2.87, 0.77], [-1.46, 3.94, -0.03], [-0.82, 3.87, -1.36], [0.27, 2.30, -2.17], [-0.18, 1.34, -1.03], [-2.12, -3.03, 3.56], [-1.87, 2.89, 1.73], [-2.02, 4.82, 0.26], [-0.99, 4.79, -1.93], [0.86, 1.77, -2.92], [1.41, 0.09, -1.51], [-4.91, 2.37, -2.40], [-4.36, 1.09, -4.19], [-1.51, -0.07, -3.14], [-2.70, -1.50, -2.23], [-3.37, 2.45, -5.73], [6.62, -3.36, -3.03], [4.94, -2.91, -2.80], [4.50, -2.56, -1.54], [3.18, -2.18, -1.38], [2.66, -1.78, 0.24], [2.27, -2.14, -2.46], [1.03, -1.72, -2.34], [2.77, -2.54, -3.70], [1.68, -2.61, -5.04], [4.09, -2.91, -3.89], [5.17, -2.58, -0.70], [4.44, -3.20, -4.87], [-2.11, 6.34, 3.89], [-1.03, 6.22, 2.85], [-0.10, 5.18, 2.88], [0.88, 5.04, 1.91], [0.95, 5.95, 0.87], [1.94, 5.92, -0.14], [3.05, 5.11, -0.23], [4.16, 5.57, -0.49], [2.86, 3.77, -0.03], [1.79, 2.94, -0.48], [0.76, 3.52, -1.47], [-1.19, 2.64, -2.35], [-1.54, 1.22, -1.82], [1.03, 0.57, -0.70], [1.96, 1.61, -0.31], [0.04, 7.00, 0.83], [-0.94, 7.13, 1.80], [-1.95, 5.63, 4.70], [-3.09, 6.14, 3.46], [-2.13, 7.35, 4.31], [-0.15, 4.46, 3.68], [1.56, 4.20, 1.97], [2.13, 6.83, -0.55], [3.75, 3.29, 0.06], [1.27, 4.27, -2.07], [-1.66, 2.94, -3.28], [-2.46, 1.04, -1.26], [2.83, 1.24, 0.22], [0.09, 7.72, 0.01], [-1.64, 7.95, 1.73], [-1.34, -8.85, 2.27], [-0.95, -7.94, 1.14], [0.36, -7.89, 0.67], [0.73, -6.96, -0.29], [-0.22, -6.09, -0.80], [-1.54, -6.16, -0.38], [-1.90, -7.09, 0.58], [0.37, -4.66, -1.63], [0.69, -3.74, -0.47], [1.51, -5.05, -2.40], [-0.71, -3.95, -2.36], [-0.56, -9.59, 2.47], [-2.27, -9.38, 2.06], [-1.49, -8.27, 3.18], [1.10, -8.55, 1.09], [1.76, -6.89, -0.62], [-2.26, -5.46, -0.78], [-2.92, -7.11, 0.93]], "lowdin_charge": [1.55, 0.11, -0.50, 0.06, -0.07, -0.56, 0.80, -0.03, -0.02, -0.14, -0.52, 0.07, -0.24, -0.17, -0.08, -0.08, -0.12, -0.21, -0.36, 0.03, 0.07, 0.10, 0.14, 0.16, 0.07, -0.37, 0.13, 0.39, 0.15, -0.45, 0.62, -0.66, -0.14, -0.53, 0.77, -0.45, -0.38, -0.58, 0.74, -0.14, 0.10, 0.10, -0.05, -0.29, -0.06, -0.02, -0.24, 0.13, -0.55, 0.04, 0.12, -0.15, -0.10, -0.16, -0.50, -0.02, -0.05, -0.04, -0.06, 0.07, 0.08, 0.07, 0.07, 0.11, 0.14, 0.14, 0.14, 0.08, 0.05, 0.10, 0.11, 0.11, -0.05, -0.27, -0.04, -0.05, -0.26, -0.04, -0.02, 0.55, -0.47, -0.25, -0.42, 0.07, 0.08, 0.09, 0.11, 0.11, 0.12, 0.12]}



(3)
{"formula": "C37H28ClNO2P2PtSeTe", "method": "ωB97M-V/def2-TZVPD", "largest_force_ha_per_bohr": 0.0077, "charge": -2, "homo_lumo_gap_ev": 4.95, "e_homo_ev": -1.041, "relative_energy_kcal_mol": 21.51, "lumo_energy_ev": 3.9077, "symbols": ["Pt", "Cl", "C", "C", "C", "C", "O", "C", "C", "O", "C", "H", "H", "H", "H", "Te", "C", "C", "C", "N", "C", "C", "C", "P", "C", "C", "C", "C", "C", "C", "C", "C", "C", "C", "C", "C", "P", "C", "C", "C", "C", "C", "C", "C", "C", "C", "C", "C", "C", "H", "H", "H", "H", "H", "H", "H", "H", "H", "H", "H", "H", "H", "H", "H", "H", "H", "H", "H", "H", "H", "H", "H", "H", "Se"], "xyz": [[0.70, -1.21, 0.49], [-2.56, -4.29, 6.27], [-1.71, -3.30, 5.10], [-0.51, -2.67, 5.48], [0.16, -1.89, 4.59], [-0.30, -1.68, 3.25], [0.36, -0.89, 2.50], [-1.51, -2.36, 2.90], [-2.10, -2.24, 1.59], [-1.58, -1.77, 0.59], [-2.20, -3.14, 3.84], [-0.13, -2.82, 6.49], [1.09, -1.39, 4.86], [-3.15, -2.58, 1.51], [-3.13, -3.62, 3.55], [-3.51, -0.31, -1.57], [-4.85, 0.71, -2.92], [-5.46, 1.91, -2.56], [-6.32, 2.53, -3.45], [-6.63, 2.04, -4.65], [-6.04, 0.89, -4.99], [-5.16, 0.20, -4.17], [-1.82, 0.91, -1.66], [-0.28, 0.44, -2.32], [0.24, -1.28, -1.76], [-0.58, -2.43, -2.04], [-0.05, -3.68, -2.06], [1.33, -3.90, -1.78], [2.13, -2.84, -1.49], [1.60, -1.50, -1.49], [-0.59, -0.12, -4.06], [0.38, -0.84, -4.77], [0.20, -1.17, -6.10], [-0.96, -0.79, -6.77], [-1.93, -0.08, -6.09], [-1.74, 0.25, -4.75], [-2.07, 2.38, -0.67], [-0.39, 3.07, -0.40], [0.14, 4.18, -1.07], [1.44, 4.61, -0.79], [2.22, 3.94, 0.13], [1.70, 2.83, 0.80], [0.40, 2.43, 0.55], [-2.70, 3.67, -1.86], [-2.39, 3.67, -3.22], [-2.94, 4.60, -4.08], [-3.83, 5.56, -3.60], [-4.14, 5.58, -2.25], [-3.58, 4.65, -1.39], [-5.25, 2.36, -1.60], [-6.79, 3.47, -3.18], [-6.29, 0.51, -5.98], [-4.71, -0.72, -4.52], [-1.62, -2.28, -2.29], [-0.68, -4.53, -2.31], [1.73, -4.91, -1.78], [3.17, -2.96, -1.26], [2.31, -0.68, -1.53], [1.29, -1.16, -4.27], [0.96, -1.74, -6.62], [-1.10, -1.05, -7.82], [-2.85, 0.22, -6.59], [-2.51, 0.79, -4.21], [-0.44, 4.70, -1.82], [1.84, 5.47, -1.33], [3.24, 4.26, 0.32], [2.30, 2.24, 1.48], [0.02, 1.56, 1.07], [-1.70, 2.92, -3.59], [-2.70, 4.58, -5.14], [-4.28, 6.28, -4.28], [-4.83, 6.33, -1.86], [-3.84, 4.65, -0.34], [3.04, -0.95, 1.04]], "lowdin_charge": [0.69, 0.58, -0.69, -0.12, 0.00, -0.36, -0.28, -0.13, -0.20, -0.13, -0.09, 0.10, 0.12, 0.13, 0.11, 1.21, -0.53, -0.13, -0.17, 0.03, -0.18, -0.15, -1.07, 0.93, -0.51, -0.15, -0.10, -0.11, -0.16, -0.43, -0.36, -0.10, -0.11, -0.13, -0.10, -0.12, 0.86, -0.40, -0.10, -0.11, -0.11, -0.09, -0.13, -0.41, -0.11, -0.09, -0.12, -0.12, -0.14, 0.08, 0.09, 0.09, 0.09, 0.03, 0.09, 0.09, 0.07, 0.03, 0.10, 0.09, 0.08, 0.09, 0.05, 0.09, 0.09, 0.09, 0.07, 0.08, 0.09, 0.10, 0.09, 0.09, 0.09, -0.11]}